(1)
Molecular formula: C42H63Br2F5N4O21PS
Method: DFT, wB97M-V/def2-TZVPD

Cartesian coordinates (Å):
Br (1.65808, 2.14852, -3.08401)
Br (2.45986, -2.64064, -0.72636)
S (-1.38904, 4.46712, 0.76472)
P (0.14931, 0.68023, -2.39393)
F (-5.59340, -0.81616, 0.11880)
F (-6.51630, 2.11472, 2.35619)
F (-6.27889, -0.32884, 2.80658)
F (-7.94061, 0.42119, 1.22658)
F (-5.85060, 1.57356, -0.54635)
O (2.82758, 1.86196, 2.91345)
O (3.37096, -0.78458, 5.34170)
O (0.71050, 1.32920, -5.88284)
O (-0.72806, 2.97408, -6.56600)
O (3.04928, -4.21739, -5.31035)
O (1.11548, -4.76962, 8.61851)
O (-2.05172, 6.24780, -3.22251)
O (0.36434, -0.67249, -3.54343)
O (2.11320, -2.64526, 4.89884)
O (-1.65380, 7.18168, -1.17075)
O (-11.14616, -3.60964, -3.90116)
O (1.27555, -6.57092, 10.02204)
O (-9.31629, -2.28068, -3.54445)
O (4.57555, -4.25187, -3.60415)
O (-0.48570, -1.29985, -1.09846)
O (-10.74824, -2.67576, -1.84940)
O (-1.55484, 1.07915, -5.66854)
O (-0.25072, -6.53644, 8.31584)
O (-0.22185, 7.57676, -2.86580)
O (4.41548, -2.45057, -5.00768)
O (4.09742, -2.80407, 6.02995)
N (-0.10404, 0.84268, 0.33580)
N (2.59902, -1.14629, 2.42010)
N (-0.30092, 1.89200, -0.49048)
N (-1.08329, -3.24067, 0.70736)
C (-10.46597, -2.91691, -3.16492)
C (-0.42203, 1.75482, -6.02717)
C (-2.12296, 2.95405, -6.81871)
C (-1.37152, 6.94054, -2.48626)
C (-7.51245, -1.14817, -2.40144)
C (-6.60007, 0.73524, 1.82353)
C (0.92570, 0.80307, 1.44265)
C (-9.00796, -1.36981, -2.50270)
C (1.92469, -0.73144, -0.22165)
C (3.92138, 2.87005, 2.71840)
C (-1.38477, 0.60801, 1.09560)
C (-4.01434, 0.99583, 1.19951)
C (0.08649, 8.48764, -1.82405)
C (-2.71260, 4.34601, -6.71536)
C (1.59303, -0.73275, 1.39159)
C (3.10482, -2.12481, 5.37884)
C (3.26204, 0.03125, -0.75051)
C (0.75937, -6.00890, 9.07215)
C (4.46817, -0.57129, 6.21298)
C (5.70566, -1.84291, 1.86536)
C (5.52695, -1.21628, 0.32425)
C (-0.50659, 7.80990, -0.62508)
C (3.76209, -2.27867, -6.25350)
C (5.98879, -2.19570, 7.40671)
C (4.05937, -3.68985, -4.55405)
C (1.58199, 8.70927, -1.72280)
C (1.90253, 2.06563, 1.78584)
C (0.39649, -0.22287, -0.67659)
C (5.17513, -1.89284, 6.16489)
C (-0.66889, 3.08105, 0.00918)
C (-5.50310, 0.62020, 0.56728)
C (-9.60103, -2.04754, -1.30372)
C (0.46209, -4.59772, 7.37270)
C (-2.62142, 2.00702, -5.76834)
C (3.76788, -0.46110, -2.22822)
C (-1.29913, -5.98350, 6.20919)
C (2.00088, -3.66445, -7.41700)
C (-0.88954, -2.34067, -0.23756)
C (-2.76006, 0.48908, 0.21507)
C (4.57347, 0.07876, 0.22126)
C (-0.74777, -5.47060, 7.52405)
C (2.55223, -3.15156, -6.10214)
H (2.10505, 7.77842, -1.47460)
H (-0.78898, 8.51800, 0.15910)
H (5.30068, -2.11946, -0.37934)
H (1.23365, -4.42491, -7.23837)
H (0.13843, 7.03689, -0.19520)
H (2.90255, -0.77635, -2.96692)
H (-7.27589, -0.40127, -1.63877)
H (-1.31976, -0.42261, 1.69954)
H (1.17538, 2.94838, 2.13506)
H (-1.61072, 1.39815, 1.94813)
H (1.75994, -2.65045, -5.53211)
H (-3.77637, 4.34272, -6.96807)
H (5.24331, 0.96326, -0.22913)
H (4.71739, 2.85112, 3.58105)
H (4.56464, -1.30500, -2.25812)
H (-9.51437, -0.42201, -2.72407)
H (0.36374, 0.69543, 2.49328)
H (1.81855, 9.45617, -0.96012)
H (4.44139, -2.60545, -7.04731)
H (-2.76441, 2.47493, -4.78905)
H (-2.06635, -6.74395, 6.38782)
H (2.29713, -0.66737, 3.32031)
H (2.78387, -4.14513, -8.01496)
H (0.20311, -3.54724, 7.21297)
H (1.98375, 9.04615, -2.68401)
H (-3.54632, 1.50354, -6.06353)
H (-7.11069, -0.81129, -3.36266)
H (-8.95602, -2.82055, -0.87384)
H (5.80531, -1.98284, 5.27128)
H (-1.54006, -4.96950, 8.09408)
H (-0.41993, 9.43543, -2.04542)
H (2.54253, -2.17815, 2.66678)
H (-1.73695, -5.17147, 5.62234)
H (-2.59476, 4.75266, -5.70421)
H (5.38394, -2.08447, 8.31416)
H (-0.51613, -6.46418, 5.61123)
H (6.33856, -3.23311, 7.39012)
H (-3.89510, 0.51922, 2.26611)
H (4.81390, -2.59604, 2.03897)
H (-6.98939, -2.07903, -2.15325)
H (1.56305, -2.85242, -8.00386)
H (1.14139, -4.92450, 6.57888)
H (5.09333, 0.25123, 5.85420)
H (-2.19108, 5.03241, -7.39042)
H (-9.88342, -1.33944, -0.51955)
H (0.64658, -1.34633, 1.78541)
H (3.50311, -1.22820, -6.41322)
H (-0.27163, -0.47019, -4.29267)
H (4.27543, 0.49229, -2.73780)
H (6.70269, -2.48797, 1.92828)
H (2.95299, 1.18734, -0.76455)
H (-3.05390, -0.59351, -0.11701)
H (3.46268, 3.96354, 2.59071)
H (2.50888, 2.50791, 0.89127)
H (6.63731, -0.87524, 0.04067)
H (4.52354, 2.67555, 1.70692)
H (4.07771, -0.31926, 7.20414)
H (4.35201, 0.45873, 1.33167)
H (5.76611, -0.98707, 2.67770)
H (-2.81900, 1.17267, -0.73087)
H (-3.91756, 2.18517, 1.21962)
H (-2.27579, 2.55506, -7.82927)
H (6.85479, -1.53241, 7.48143)

## Properties
- total charge = +1
- electronic energy (eV) = -267308.69440

Results of the Mulliken charge analysis, in e, for atoms 1 through 8: -0.20 0.01 0.00 0.12 -0.30 -0.22 -0.22 -0.21

(2)
Molecular formula: C42H63Cl24N9
Method: DFT, wB97M-V/def2-TZVPD

Cartesian coordinates (Å):
Cl (-0.37573, 1.67374, 5.55697)
Cl (4.67586, -1.44685, -4.82286)
Cl (6.35577, -0.87773, -2.59130)
Cl (-2.98105, 3.02180, 6.11178)
Cl (5.04215, -1.99797, 1.09863)
Cl (2.98656, 1.65817, 6.23596)
Cl (3.51187, 5.63128, 1.22645)
Cl (3.59317, -0.47414, 3.18296)
Cl (3.17430, -6.50974, 2.61347)
Cl (2.68274, -3.98355, 3.98139)
Cl (-2.73131, 0.85448, 4.26483)
Cl (2.15208, 4.46514, 3.48219)
Cl (5.01177, -3.38862, -2.79581)
Cl (4.03844, 2.42102, 8.87906)
Cl (5.77694, 2.40182, 6.49025)
Cl (3.96235, 6.75284, 3.91952)
Cl (3.82989, 4.39041, 6.80608)
Cl (2.15689, -4.29192, 1.12894)
Cl (3.40400, -1.00239, -2.37926)
Cl (-1.62533, 3.32809, 3.62065)
Cl (0.48102, -5.61569, 3.10114)
Cl (6.42520, -0.36458, 2.98936)
Cl (5.01657, 4.15459, 3.23891)
Cl (4.83661, 0.83490, 0.95842)
N (-2.99779, 4.90573, -2.52685)
N (0.09190, -6.92604, -1.06094)
N (-0.19709, -1.82956, 3.65026)
N (1.37954, 1.75522, -3.14809)
N (-5.04308, 2.11274, 1.69094)
N (0.20825, -1.25139, -1.62498)
N (1.63299, 0.03741, -7.07060)
N (-5.35333, -3.69167, -0.99142)
N (1.87956, 5.39992, -5.13437)
C (-3.36651, 4.77631, -1.43569)
C (-2.41454, 6.57587, 0.92336)
C (-4.21671, 0.54454, -1.24587)
C (-0.01447, 1.90777, 0.37866)
C (3.41356, -7.29142, -1.61929)
C (-3.88137, 4.69756, -0.07667)
C (-2.99724, 0.02903, -0.49874)
C (-0.63316, -1.94220, -5.56927)
C (0.35503, -2.70152, 6.96575)
C (-4.25258, -4.43991, 1.20774)
C (1.36299, -0.65284, -6.20271)
C (-1.94211, -4.01659, 0.33269)
C (0.58899, -0.97872, -0.56447)
C (1.05039, -6.65289, -1.64743)
C (1.66203, -1.84790, 6.89104)
C (-1.95844, 2.21727, 4.90700)
C (2.14173, -5.08243, 2.73301)
C (-0.51828, -1.93782, 4.74658)
C (3.67230, 5.29680, 3.00040)
C (-1.07950, -3.08477, -4.68879)
C (-4.88885, -4.01247, 0.00364)
C (0.24430, 1.68017, -3.29094)
C (2.37725, -6.33752, -2.21857)
C (1.02965, -0.48233, 0.70105)
C (0.14964, 0.65677, 1.23047)
C (-5.25118, 1.37934, 0.82618)
C (-1.17188, 3.34285, -5.49698)
C (-3.85012, 6.08349, 0.60705)
C (1.86444, 4.94059, -1.65516)
C (-1.15805, 1.59342, -3.63392)
C (4.97044, -0.51148, 2.04772)
C (-5.48580, 0.52480, -0.35164)
C (-2.90225, -3.78511, 1.43991)
C (0.45545, 5.23273, -2.06431)
C (-1.40370, 1.90295, -5.09897)
C (4.17619, 2.69789, 7.11646)
C (1.19477, 5.79229, -4.30577)
C (-0.84584, -2.06977, 6.16824)
C (0.38031, 6.24449, -3.21213)
C (4.88668, -1.65553, -3.07719)
C (3.26087, -8.76120, -2.04485)
C (0.81785, -1.61169, -5.23914)
H (-0.52482, -3.99019, -4.98041)
H (-0.10139, 4.31793, -2.30175)
H (-0.76450, 1.80897, -0.40887)
H (4.37132, -6.91355, -1.94209)
H (2.07332, -0.14172, 0.60457)
H (2.28846, -9.10401, -1.70244)
H (-2.12099, 0.22677, -1.10231)
H (-1.96933, 5.83948, 1.62304)
H (0.05589, -2.82025, 8.02025)
H (2.27275, -6.46199, -3.28900)
H (3.28867, -7.20824, -0.55171)
H (3.41954, -8.83794, -3.13003)
H (3.98984, -9.41986, -1.57797)
H (-0.29079, 2.76904, 0.98697)
H (-4.32535, 6.85912, -0.02458)
H (-1.18161, -1.00863, -5.39680)
H (-4.48458, 6.04794, 1.50317)
H (-0.21988, 3.71508, -5.13219)
H (0.89788, -1.15965, -4.23797)
H (-1.74848, -2.69971, 6.26118)
H (-2.46787, -4.17097, 2.34412)
H (-2.43968, -3.68148, -0.61215)
H (2.02172, -1.73613, 5.85363)
H (-0.77876, 0.19843, 1.51608)
H (-3.09086, -1.05079, -0.32538)
H (-1.78358, 6.56479, 0.01886)
H (-1.08210, -1.06707, 6.56808)
H (-2.44469, 1.61904, -5.31722)
H (2.46145, -2.34848, 7.47425)
H (-0.65879, 6.30665, -3.52103)
H (-1.72434, 2.27689, -3.01085)
H (-3.14344, -2.72398, 1.53392)
H (1.45336, -2.51923, -5.29808)
H (-4.39436, -0.09886, -2.12168)
H (-2.12328, -3.32224, -4.81354)
H (-1.65434, -5.06204, 0.19895)
H (-0.70477, 1.27899, -5.63699)
H (-0.84776, -2.86516, -3.63470)
H (-4.03773, 1.57773, -1.59174)
H (-4.88904, 4.26497, -0.13939)
H (-4.89739, -4.15840, 2.03676)
H (-0.14270, 5.62425, -1.23212)
H (-1.85391, 4.07005, -5.06804)
H (-1.44865, 0.55989, -3.41184)
H (2.43609, 4.38765, -2.42062)
H (-2.87313, 0.59172, 0.43303)
H (-2.36435, 7.58323, 1.32174)
H (1.14627, -1.24257, 1.45716)
H (-0.71392, -2.19640, -6.64082)
H (0.58131, -3.69234, 6.59366)
H (2.53414, -5.27554, -1.99238)
H (-1.00852, -3.44439, 0.48555)
H (-4.12199, -5.52827, 1.18830)
H (-6.41388, 0.84313, -0.84356)
H (-1.23548, 3.38666, -6.57497)
H (1.53260, -0.86508, 7.34669)
H (0.91783, 2.07599, -0.13191)
H (0.52653, 0.89658, 2.20804)
H (-3.31718, 3.96905, 0.49304)
H (1.81049, 4.23434, -0.83123)
H (0.66218, 7.22472, -2.78248)
H (-5.63116, -0.52183, -0.03859)
H (2.45375, 5.80967, -1.37173)

## Properties
- total charge = 0
- electronic energy (eV) = -358521.99917

Results of the Mulliken charge analysis, in e, for atoms 1 through 8: 0.01 -0.13 -0.09 -0.11 -0.05 0.08 -0.07 0.09

(3)
Molecular formula: C42H63ClCsIN8O4SSe
Method: DFT, wB97M-V/def2-TZVPD

Cartesian coordinates (Å):
Cs (-1.36798, -1.03789, 1.76031)
I (0.33123, -0.54716, -5.52377)
Se (2.26872, -3.47600, -1.83808)
Cl (-1.54013, -0.63727, 7.31987)
S (-4.95400, 1.46413, 0.28865)
O (-1.55024, 0.00379, 4.36938)
O (-0.04475, -1.56774, 3.78219)
O (-0.82253, 2.11979, -1.75849)
O (-1.58504, -0.42547, -2.87982)
N (1.59936, 0.81329, 0.39329)
N (-4.28847, -4.63235, 0.72649)
N (-6.41380, -5.61566, -0.08687)
N (-3.02653, -2.58786, 0.18452)
N (-5.52516, 0.54990, -2.12338)
N (-3.83331, 2.11388, -2.06438)
N (-1.00927, -2.44759, -2.01464)
N (-0.40002, 2.37810, 1.18042)
C (-5.12170, -0.11332, -3.37428)
C (5.02719, -5.95981, 0.16231)
C (-0.81395, -1.38847, -2.80799)
C (4.24607, -6.90934, 0.81035)
C (-1.47373, 2.96419, 1.69582)
C (-0.14234, 4.38336, 3.09684)
C (0.77086, -5.77963, -0.21465)
C (-0.79511, -0.95903, 4.59761)
C (0.93795, 4.97302, 5.27755)
C (4.87592, -8.00710, 1.63816)
C (-3.34296, 2.00700, -6.18002)
C (-2.99752, 3.34718, -4.04416)
C (-1.39123, 3.97236, 2.65149)
C (5.74752, 1.88546, 0.98048)
C (0.74266, 6.68367, 3.45483)
C (-5.42218, -5.11722, 0.27181)
C (6.72402, 0.86863, 0.39228)
C (0.80194, 2.74391, 1.61045)
C (3.06819, -4.85619, -0.77956)
C (2.87154, -6.81500, 0.65766)
C (1.94416, 1.92920, 1.04983)
C (2.57099, 0.02734, -0.06160)
C (5.39799, -3.95404, -1.27297)
C (-6.50112, -2.28572, -3.09295)
C (-3.67318, -3.54338, 0.40948)
C (-0.72629, -1.57447, 6.00927)
C (-2.45876, 2.24926, -4.95763)
C (0.05536, 5.48956, 4.13300)
C (-5.11873, -1.62793, -3.20856)
C (4.47435, -4.94710, -0.62132)
C (0.97033, 3.74357, 2.55165)
C (3.26676, 2.28513, 1.24210)
C (-1.27200, 5.96181, 4.72399)
C (-7.19732, -2.12503, -1.72930)
C (2.27127, -5.81707, -0.11548)
C (0.48780, -1.45385, -3.60722)
C (-4.74969, 1.36940, -1.38608)
C (6.01504, 2.00290, 2.48733)
C (3.92249, 0.31503, 0.09826)
C (4.29283, 1.47455, 0.75951)
C (5.99691, 3.24427, 0.31031)
C (-4.20797, 2.93094, -3.21820)
H (-4.11572, 0.21513, -3.61713)
H (-3.28337, 4.22269, -4.64128)
H (5.36619, 4.02661, 0.74141)
H (0.49912, 4.08099, 5.73303)
H (6.59631, -0.11976, 0.84198)
H (4.65136, -0.38181, -0.29544)
H (5.16436, -3.84413, -2.33267)
H (0.87973, 7.50047, 4.17284)
H (-4.92603, 2.37760, -3.82235)
H (-7.15254, -1.89430, -3.88445)
H (5.36951, -8.75536, 1.00828)
H (-4.72629, 3.82959, -2.86520)
H (1.96430, 4.00415, 2.89338)
H (-7.75767, -1.18494, -1.65621)
H (3.50686, 3.19975, 1.77211)
H (5.81590, 1.05260, 2.99014)
H (0.37623, -4.84967, 0.20082)
H (-3.41440, 2.91022, -6.79744)
H (-2.34451, 1.32411, -4.38549)
H (-3.14497, 2.52878, -1.45710)
H (-7.90805, -2.93137, -1.54056)
H (6.10972, -6.00576, 0.26971)
H (-0.23080, -3.09954, -1.87474)
H (-1.07677, 6.71706, 5.49006)
H (4.12351, -8.52544, 2.23760)
H (-4.36015, 1.71969, -5.89494)
H (1.03660, 5.74383, 6.04861)
H (0.81946, -2.47247, -3.77237)
H (-1.77451, -2.45455, -1.32564)
H (7.06134, 2.27562, 2.66307)
H (1.27465, -0.92296, -3.07640)
H (5.38358, 2.76622, 2.94984)
H (-1.10409, 1.26302, -2.12220)
H (0.13984, 7.05267, 2.62027)
H (-1.81764, 5.13714, 5.19078)
H (1.94229, 4.71536, 4.93251)
H (6.44031, -4.26440, -1.15337)
H (-2.44341, 2.61992, 1.33598)
H (-0.32086, 1.90993, -0.95227)
H (-1.91477, 6.41360, 3.96373)
H (2.26676, -0.89120, -0.56147)
H (5.63246, -7.60862, 2.32098)
H (7.74848, 1.19814, 0.58793)
H (0.44995, -5.80761, -1.25827)
H (-2.30750, 4.39366, 3.04387)
H (-2.20412, 3.66056, -3.35893)
H (-6.17342, 0.04001, -1.54807)
H (-6.46705, -2.14387, -0.91485)
H (-1.44980, 2.51666, -5.28305)
H (-5.79273, 0.17281, -4.19132)
H (-4.51617, -1.86644, -2.32858)
H (-6.37957, -3.35148, -3.29679)
H (1.72456, 6.40410, 3.06244)
H (-2.94190, 1.20386, -6.80206)
H (0.32479, -6.62149, 0.32227)
H (2.23384, -7.53839, 1.16263)
H (5.78213, 3.19158, -0.76075)
H (-1.18748, -2.55708, 5.97418)
H (0.31620, -1.69062, 6.28082)
H (5.26957, -2.95967, -0.83533)
H (-4.59065, -2.04388, -4.07111)
H (7.04361, 3.54141, 0.44018)
H (6.60095, 0.77137, -0.68975)

## Properties
- total charge = -2
- electronic energy (eV) = -162046.77867
- relative energy (zero: lowest compared OMol25 entry of this formula, charge and spin) (kJ/mol) = 128.03

Results of the Mulliken charge analysis, in e, for atoms 1 through 8: 1.03 -0.07 -0.51 -0.26 -0.42 -0.70 -0.95 -0.51

Looking at strongest force on any atom for the records above, in order, we have 12.06, 2.12, 2.42 eV/Å.
Looking at HOMO energy for the records above, in order, we have -11.6, -10.9, -2.3 eV.
Looking at LUMO energy for the records above, in order, we have -5.48, -0.19, 3.26 eV.